# 1
ORCA calculation (the ωB97M-V functional and the def2-TZVPD basis) on a cluster of 5 separate species, C20H30Cl16N3O8S in total in a non-equilibrium geometry.

Geometry as XYZ:
```
78
C20H30Cl16N3O8S the ωB97M-V functional and the def2-TZVPD basis
C -1.767 -2.537 -1.323
C -2.502 -1.219 -1.626
N -2.332 -0.219 -0.558
C -2.582 1.170 -1.019
C -1.289 2.008 -0.956
C -1.457 3.535 -0.788
C -2.617 4.030 -1.658
O -2.956 5.393 -1.338
C -3.059 6.210 -2.394
C -2.425 7.550 -2.197
O -3.637 5.907 -3.405
C -0.132 4.192 -1.391
O 0.904 3.510 -1.315
O -0.243 5.340 -1.864
N -1.543 4.058 0.580
C -2.752 3.840 1.319
N -2.910 2.507 1.956
C -0.350 3.842 1.388
C 0.543 5.096 1.467
C 2.029 4.728 1.557
C 2.328 3.778 2.725
S 2.917 2.150 2.315
O 2.627 1.776 0.966
O 2.414 1.237 3.305
O 4.510 2.232 2.451
C -3.078 -0.549 0.613
C -2.262 -0.931 1.810
O -4.280 -0.535 0.656
H -0.945 -2.655 -2.023
H -1.325 -2.539 -0.332
H -2.432 -3.390 -1.432
H -2.043 -0.785 -2.510
H -3.572 -1.387 -1.789
H -2.895 1.104 -2.063
H -3.419 1.623 -0.491
H -0.642 1.582 -0.194
H -0.773 1.866 -1.904
H -3.531 3.457 -1.494
H -2.317 3.927 -2.697
H -2.505 7.832 -1.149
H -2.933 8.260 -2.845
H -1.376 7.471 -2.469
H -3.634 4.049 0.714
H -2.766 4.579 2.127
H -2.137 1.897 1.741
H -3.787 2.078 1.702
H -0.668 3.582 2.401
H 0.270 3.013 1.040
H 0.318 5.643 2.388
H 0.344 5.728 0.607
H 2.577 5.649 1.777
H 2.408 4.374 0.599
H 1.472 3.565 3.359
H 3.099 4.185 3.383
H 4.829 1.690 1.711
H -2.898 -1.080 2.679
H -1.503 -0.182 2.030
H -1.728 -1.860 1.612
C 5.346 0.729 6.087
Cl 3.974 1.786 6.411
Cl 6.004 0.136 7.622
Cl 4.829 -0.636 5.104
Cl 6.586 1.646 5.224
C -0.465 -5.886 -3.885
Cl 0.587 -4.888 -2.883
Cl 0.024 -5.745 -5.578
Cl -0.332 -7.574 -3.374
Cl -2.137 -5.348 -3.713
C 1.577 -11.129 -1.521
Cl 2.463 -10.238 -0.281
Cl -0.023 -10.413 -1.728
Cl 2.457 -11.043 -3.048
Cl 1.407 -12.816 -1.022
C 5.623 -13.990 -2.234
Cl 6.949 -13.161 -3.054
Cl 4.324 -14.307 -3.387
Cl 6.205 -15.522 -1.573
Cl 5.018 -12.977 -0.922
```

* highest occupied orbital energy: -4.748 eV
* electronic energy: -9307.52480 hartree
* Kohn-Sham gap: 5.77 eV
* charge: -1
* LUMO energy: 1.0 eV

# 2
ORCA calculation (the ωB97M-V functional and the def2-TZVPD basis) on a structure of composition C31H31BF4O3 in a non-equilibrium geometry.

Geometry as XYZ:
```
70
C31H31BF4O3 the ωB97M-V functional and the def2-TZVPD basis
C -0.548 -5.207 -2.202
C -0.159 -4.278 -1.145
C 0.392 -4.559 0.082
C 0.553 -3.341 0.771
C -0.042 -2.378 -0.023
B 0.968 -0.649 -0.266
C -0.522 -1.040 0.358
C -0.663 -0.917 1.818
C -1.881 -0.978 2.433
C -3.042 -1.021 1.658
C -4.379 -1.116 2.332
F -5.413 -0.864 1.477
F -4.618 -2.349 2.866
F -4.478 -0.219 3.361
C -2.980 -0.973 0.264
C -1.788 -0.869 -0.378
O 2.183 -0.895 0.345
C 3.182 -0.509 -0.638
C 3.721 0.850 -0.188
C 4.312 -1.514 -0.659
C 2.386 -0.470 -2.002
C 2.773 0.665 -2.923
C 2.369 -1.802 -2.744
O 1.012 -0.281 -1.591
O -0.481 -2.943 -1.199
H -0.205 -6.203 -1.880
H -1.639 -5.264 -2.338
H -0.070 -5.004 -3.171
H 0.604 -5.547 0.466
H 1.007 -3.154 1.736
H 0.250 -0.733 2.388
H -1.964 -0.927 3.520
H -3.916 -0.923 -0.287
H -1.745 -0.659 -1.443
H 4.328 1.349 -0.957
H 2.916 1.529 0.140
H 4.390 0.661 0.666
H 5.072 -1.164 -1.371
H 4.779 -1.601 0.329
H 3.949 -2.498 -0.982
H 3.858 0.706 -3.062
H 2.322 0.497 -3.903
H 2.424 1.621 -2.522
H 3.299 -1.926 -3.308
H 2.235 -2.655 -2.062
H 1.520 -1.806 -3.437
F -5.048 2.499 1.394
C -4.053 2.705 0.470
C -4.328 3.408 -0.700
C -3.363 3.376 -1.718
C -2.153 2.711 -1.554
C -1.809 2.196 -0.267
C -0.463 1.833 0.079
C 0.218 2.507 1.159
C 1.437 3.230 0.929
C 2.104 3.838 1.991
C 1.528 3.890 3.269
C 0.268 3.323 3.484
C -0.335 2.586 2.466
C -2.838 2.093 0.696
H -5.287 3.916 -0.793
H -3.595 3.911 -2.642
H -1.424 2.711 -2.375
H 0.165 1.551 -0.751
H 1.808 3.351 -0.099
H 3.080 4.307 1.839
H 2.025 4.427 4.073
H -0.243 3.420 4.448
H -1.263 2.057 2.671
H -2.702 1.511 1.603
```

* highest occupied orbital energy: -6.006 eV
* ΔE to the lowest compared entry with this formula, charge and spin: 110.0 kcal per mole
* electronic energy: -1849.84295 hartree
* Kohn-Sham gap: 3.92 eV
* LUMO energy: -2.1 eV

# 3
ORCA calculation (the ωB97M-V functional and the def2-TZVPD basis) on a cluster of 9 separate species, C52H118N6O9 in total in a non-equilibrium geometry.

Geometry as XYZ:
```
185
C52H118N6O9 the ωB97M-V functional and the def2-TZVPD basis
C 6.161 0.717 0.289
C 5.479 0.117 -0.954
C 5.194 1.334 -1.838
C 6.328 -0.892 -1.717
C 6.376 -2.179 -0.908
C 4.995 -2.711 -0.650
C 4.040 -1.751 0.047
C 2.678 -2.208 -0.125
C 4.288 -1.736 1.583
N 4.099 -0.460 -0.646
O 3.355 0.450 0.199
H 5.441 1.277 0.862
H 6.616 0.020 0.970
H 6.953 1.382 0.010
H 4.797 2.177 -1.264
H 6.086 1.742 -2.269
H 4.488 1.053 -2.666
H 5.835 -1.023 -2.704
H 7.285 -0.394 -1.881
H 6.905 -3.037 -1.387
H 7.021 -2.026 -0.044
H 5.043 -3.586 -0.059
H 4.454 -3.040 -1.579
H 2.345 -2.354 -1.156
H 1.977 -1.515 0.410
H 2.431 -3.267 0.150
H 3.980 -2.708 2.033
H 3.748 -0.897 2.019
H 5.378 -1.670 1.837
H 2.747 0.922 -0.463
C 0.734 2.949 1.337
C 1.432 3.602 2.664
C 2.054 4.953 2.323
C 0.291 3.678 3.667
C 0.795 3.979 5.069
C 1.665 2.926 5.503
C 2.888 2.726 4.509
C 3.854 3.880 4.720
C 3.559 1.389 4.867
N 2.357 2.573 3.129
O 3.491 2.514 2.202
H 1.357 2.851 0.412
H 0.536 1.893 1.572
H -0.133 3.520 1.064
H 2.264 5.563 3.236
H 2.988 4.808 1.793
H 1.353 5.507 1.724
H -0.459 4.462 3.387
H -0.275 2.685 3.660
H 1.165 4.946 4.991
H -0.031 4.111 5.790
H 1.163 1.991 5.456
H 2.065 2.937 6.550
H 3.548 4.857 4.443
H 4.790 3.727 4.135
H 4.130 4.013 5.818
H 4.445 1.277 4.259
H 2.858 0.578 4.739
H 3.837 1.466 5.897
H 3.386 1.653 1.809
C -0.954 -3.639 4.755
C -0.807 -2.248 4.169
C 0.352 -1.534 4.864
C -0.497 -2.407 2.720
C -0.647 -1.067 1.946
C -2.020 -0.425 2.128
C -2.484 -0.389 3.589
C -1.907 0.804 4.329
C -3.984 -0.248 3.531
N -2.188 -1.654 4.207
O -2.624 -1.669 5.613
H 0.057 -4.159 4.744
H -1.206 -3.569 5.879
H -1.824 -4.195 4.344
H 0.664 -0.768 4.124
H 0.107 -1.106 5.896
H 1.131 -2.260 4.981
H 0.552 -2.638 2.676
H -1.077 -3.245 2.195
H 0.093 -0.380 2.327
H -0.323 -1.210 0.905
H -2.772 -1.101 1.674
H -2.009 0.558 1.651
H -0.803 0.844 4.342
H -2.153 0.748 5.346
H -2.279 1.739 3.892
H -4.186 0.570 2.862
H -4.393 -0.036 4.482
H -4.369 -1.161 3.107
H -3.377 -2.243 5.637
C -4.855 1.260 0.150
C -5.053 2.395 -0.891
C -5.096 1.840 -2.298
C -6.384 3.180 -0.635
C -6.339 4.094 0.547
C -5.208 5.035 0.360
C -3.853 4.323 0.224
C -2.801 5.345 -0.220
C -3.468 3.693 1.657
N -3.976 3.385 -0.898
O -2.767 2.630 -0.988
H -5.265 1.394 1.082
H -5.331 0.406 -0.371
H -3.800 1.179 0.256
H -4.154 1.236 -2.560
H -6.016 1.192 -2.504
H -5.064 2.663 -3.023
H -6.620 3.817 -1.502
H -7.135 2.462 -0.419
H -7.278 4.634 0.671
H -6.408 3.551 1.440
H -5.074 5.817 1.094
H -5.392 5.511 -0.611
H -3.074 5.869 -1.095
H -1.831 4.844 -0.305
H -2.658 6.068 0.574
H -2.939 4.366 2.246
H -2.814 2.874 1.463
H -4.343 3.315 2.218
H -2.338 2.876 -1.800
C -2.186 -7.049 -1.509
C -2.588 -5.831 -0.691
C -3.701 -6.248 0.300
C -1.406 -5.352 0.136
C -0.304 -4.643 -0.622
C -0.974 -3.496 -1.349
C -2.093 -3.958 -2.284
C -2.800 -2.698 -2.769
C -1.598 -4.742 -3.407
N -3.082 -4.708 -1.479
O -4.115 -5.252 -2.312
H -2.683 -7.173 -2.424
H -1.184 -6.968 -1.806
H -2.237 -7.996 -1.015
H -4.087 -5.362 0.796
H -4.518 -6.697 -0.260
H -3.370 -6.943 1.083
H -1.852 -4.578 0.866
H -1.011 -6.173 0.772
H 0.421 -4.184 0.075
H 0.271 -5.320 -1.267
H -0.279 -2.850 -1.905
H -1.457 -2.828 -0.628
H -2.950 -2.117 -1.868
H -3.671 -3.096 -3.308
H -2.089 -2.173 -3.399
H -1.072 -4.145 -4.144
H -2.532 -5.206 -3.933
H -0.855 -5.502 -3.224
H -4.901 -4.789 -2.034
C 3.459 -3.395 -4.608
O 3.032 -2.506 -5.652
C 2.754 -1.224 -5.156
C 2.506 -0.283 -6.264
C 3.740 -0.039 -7.146
N 1.957 0.980 -5.732
H 2.636 -3.554 -3.875
H 4.291 -3.031 -3.963
H 3.614 -4.403 -5.111
H 1.833 -1.211 -4.568
H 3.598 -0.913 -4.544
H 1.736 -0.723 -6.932
H 4.058 -0.963 -7.551
H 4.475 0.359 -6.373
H 3.580 0.737 -7.935
H 2.489 1.382 -4.952
H 1.917 1.714 -6.447
C -1.713 0.529 -5.140
O -0.630 1.369 -4.819
H -1.979 0.709 -6.165
H -1.505 -0.518 -5.046
H -2.537 0.758 -4.475
H 0.173 1.222 -5.301
C -1.640 4.651 -3.916
O -1.362 3.474 -3.102
H -0.761 5.288 -4.012
H -2.024 4.320 -4.911
H -2.445 5.235 -3.400
H -0.982 2.900 -3.772
C 0.508 0.150 -1.769
O 1.809 0.343 -2.341
H 0.081 1.080 -1.508
H -0.074 -0.327 -2.543
H 0.520 -0.608 -1.000
H 2.422 -0.343 -1.964
```

* highest occupied orbital energy: -8.197 eV
* ΔE to the lowest compared entry with this formula, charge and spin: 22.2 kcal per mole
* electronic energy: -3057.45244 hartree
* Kohn-Sham gap: 8.74 eV
* structure (SMILES): CC1(C)CCCC(C)(C)N1O.CC1(C)CCCC(C)(C)N1O.CC1(C)CCCC(C)(C)N1O.CC1(C)CCCC(C)(C)N1O.CC1(C)CCCC(C)(C)N1O.COC[C@H](C)N.CO.CO.CO
* LUMO energy: 0.5 eV

# 4
ORCA calculation (the ωB97M-V functional and the def2-TZVPD basis) on a structure of composition C8H22AgB2N2 in a non-equilibrium geometry.

Geometry as XYZ:
```
35
C8H22AgB2N2 the ωB97M-V functional and the def2-TZVPD basis
Ag 0.917 -0.084 -0.139
B 3.120 -0.246 -1.198
H 2.516 -1.139 -1.231
H 4.052 -0.433 -1.707
H 2.454 0.415 -1.732
H 3.355 -0.043 -0.165
B 0.902 1.337 1.875
H 1.970 1.198 1.942
H 0.596 1.975 2.689
H 0.774 1.787 0.902
H 0.394 0.385 1.898
C -1.524 2.800 -4.842
C -2.867 1.984 -4.399
C -2.723 0.534 -4.113
C -1.834 0.205 -3.068
N -1.121 -0.083 -2.239
H -1.621 3.886 -4.848
H -1.272 2.603 -5.884
H -0.670 2.682 -4.174
H -3.734 2.044 -5.057
H -3.139 2.430 -3.442
H -2.286 0.137 -5.029
H -3.681 0.041 -3.949
C -0.066 -2.163 5.470
C -0.183 -1.811 3.978
C 1.198 -1.930 3.383
C 1.263 -2.271 1.931
N 1.369 -2.384 0.786
H 0.455 -1.446 6.105
H 0.442 -3.112 5.644
H -1.079 -2.219 5.867
H -0.657 -0.837 3.864
H -0.807 -2.536 3.455
H 1.779 -2.722 3.856
H 1.705 -0.983 3.569
```

* highest occupied orbital energy: -4.542 eV
* electronic energy: -624.00114 hartree
* Kohn-Sham gap: 7.10 eV
* charge: -1
* LUMO energy: 2.6 eV